Computed, not measured: a structure of composition C38H35Cl2GeN2O5RuS2, with ωB97M-V with the def2-TZVPD basis set.

Geometry as XYZ:
```
86
Properties=species:S:1:pos:R:3:mulliken_charge:R:1
O 1.29 -0.55 -1.45 -0.44
C -1.00 -0.81 -3.79 -0.66
H -3.14 -1.78 -1.36 0.35
H 0.81 -3.93 4.11 0.48
H 3.08 -1.05 -3.63 0.37
C -3.54 0.26 0.44 -0.39
C -2.59 -1.79 -2.29 -0.06
H 3.66 0.73 -0.52 0.63
H -0.35 3.02 -1.67 0.37
H -1.71 4.76 2.32 0.52
C 0.32 4.25 2.86 -0.53
O 1.18 -1.90 0.83 -0.21
H 0.08 -3.10 -2.62 0.14
H 7.93 -2.75 -0.19 0.37
H 5.08 -1.06 3.11 0.49
Ru 0.50 0.21 0.34 0.65
C -4.79 0.45 1.06 -1.60
H -2.24 -1.49 5.86 0.50
C -1.24 -1.81 -4.71 -0.55
O 3.77 1.75 3.13 -0.72
H 5.39 -0.49 -1.78 0.49
Cl -0.77 -3.84 6.49 -0.21
C 5.13 -0.94 2.03 -0.99
Ge -1.37 0.70 -1.36 1.48
C 0.70 -3.15 -1.73 -0.86
H -0.74 2.28 -3.23 0.62
C 6.10 -1.62 1.31 -0.95
H 6.81 -2.93 -1.54 0.29
C -0.73 -1.14 2.82 -0.57
H -1.88 2.89 0.69 0.42
C -1.57 -0.89 3.93 0.66
C -3.52 3.18 -1.91 -0.69
H -0.74 -1.81 -5.67 0.43
H -2.34 -3.61 -5.13 0.42
H -5.12 -0.26 1.81 0.47
C -3.88 2.25 -0.90 0.82
C 1.38 3.39 2.65 -0.71
H -2.60 3.04 -2.46 0.35
C -1.66 -0.78 -2.57 0.33
S 3.08 0.72 2.40 1.09
C 7.26 -2.21 -0.85 -1.40
C 5.30 -0.64 -0.71 -0.61
H -4.01 4.94 -2.99 0.45
N 2.07 1.37 1.30 -0.02
H 1.20 -4.11 -1.64 0.55
C 0.13 -3.09 4.05 -1.22
H 0.43 5.05 3.58 0.44
H -3.54 -3.58 -2.97 0.45
H -6.15 5.30 -1.79 0.41
C -1.58 -1.72 5.03 -0.59
S 1.98 -1.91 -1.74 0.78
C -5.12 2.45 -0.25 0.82
H 0.10 -2.98 -0.84 0.11
H 1.81 -3.34 2.07 0.36
H 6.80 -2.27 1.84 0.36
O -0.76 -0.34 1.80 0.72
H 0.71 1.78 -2.35 0.47
C 1.09 -2.52 1.90 -0.75
C 1.19 2.37 1.72 -0.25
O 2.37 -0.28 3.17 -0.54
C -3.07 1.13 -0.52 0.71
C -2.15 -2.82 -4.41 -0.62
H 7.85 -1.51 -1.44 0.35
C 2.30 -1.79 -3.48 -1.09
C 4.32 0.05 -0.01 -0.27
C 6.20 -1.48 -0.07 0.85
C -5.93 3.57 -0.58 -0.87
C -5.56 1.52 0.73 -0.95
H -6.51 1.69 1.22 0.42
H 2.31 3.47 3.18 0.65
C -4.31 4.25 -2.22 -0.98
H -0.28 -0.03 -4.04 0.56
C 0.13 -2.26 2.92 0.86
Cl -2.58 0.51 3.91 -0.19
N 0.04 2.23 1.04 0.77
C -5.53 4.45 -1.54 -0.61
C -0.33 2.10 -2.24 -1.61
H -2.94 -0.57 0.76 0.67
C -2.82 -2.81 -3.20 -0.76
C -0.73 -2.83 5.09 0.06
C -0.87 4.09 2.16 -1.19
C 4.24 -0.11 1.37 0.23
H 1.39 -1.52 -4.00 0.14
H 2.65 -2.77 -3.81 0.49
C -0.98 3.07 1.26 -0.20
H -6.87 3.70 -0.07 0.42
```

Output
⟨S²⟩   6.036
Net charge   +1
ΔE to the lowest compared entry with this formula, charge and spin   0.00 kJ/mol
LUMO level (spin up / spin down)   -3.6 / -4.3 eV
2S+1   5
Orbital gap (spin up / spin down)   7.02 / 6.40 eV

Computed, not measured: a structure of composition C38H35F5N3O4PRhS3Te, with ωB97M-V with the def2-TZVPD basis set.

Geometry as XYZ:
```
91
Properties=species:S:1:pos:R:3:mulliken_charge:R:1
S 0.53 2.43 -2.36 0.88
C -0.96 -2.62 -2.01 -0.86
F -0.66 2.17 3.57 -0.59
C -5.18 3.88 4.63 -0.50
C 4.33 -3.92 2.27 -0.38
C 2.49 -2.20 2.48 -1.31
C -4.26 3.00 5.20 -0.71
H -6.08 -1.49 -0.21 0.45
H -1.54 -1.73 -2.22 0.45
C -0.30 -4.33 -3.75 -0.35
C -5.61 0.25 -1.38 -0.68
F 0.23 4.53 4.06 -0.39
C 0.97 -3.35 -0.62 -0.72
H 4.98 2.09 -0.98 0.55
H -5.76 4.53 5.27 0.41
C -0.06 -1.21 -0.18 0.35
C 0.91 -1.07 0.94 0.14
N 0.91 1.94 -0.81 0.10
F -0.22 5.68 1.92 -0.39
H 7.13 -3.90 0.37 0.40
S -1.24 -0.04 -0.50 -0.28
O 2.71 1.10 0.31 -0.70
H 6.01 3.35 -2.87 0.43
C 1.15 -3.74 -5.57 -0.43
C -4.55 3.14 2.43 -0.10
O 0.26 1.24 -3.13 -0.59
C 2.75 3.62 -3.79 -0.73
C -2.25 -0.29 2.80 -2.08
H 6.20 -1.71 -0.28 0.45
H 2.15 -2.88 3.27 0.51
H 1.83 -1.71 -5.61 0.46
C 0.37 -4.68 -4.91 -0.71
H -1.39 -0.19 3.45 0.45
S 1.28 0.43 1.62 0.07
C -5.47 -0.60 -0.29 -0.84
H 0.29 -5.69 -5.29 0.41
H 0.64 -4.29 -1.06 0.61
C -3.89 1.67 -0.49 0.13
H -4.45 -0.98 1.55 0.38
C -3.47 2.21 4.40 -0.23
O -0.50 3.42 -2.30 -0.65
Te -1.06 4.16 2.69 1.62
H -3.13 -0.54 3.39 0.59
C 5.52 -4.36 1.71 -0.64
C 3.81 -2.68 1.91 0.57
H -0.92 -5.06 -3.24 0.43
C -4.81 1.39 -1.48 -1.00
H 0.59 -1.06 -3.57 0.55
C 6.19 -3.56 0.79 -0.44
H -4.69 3.17 1.37 0.39
H -4.91 2.05 -2.33 0.47
C 2.20 2.93 -2.73 0.14
C -3.76 0.83 0.62 0.21
P -2.53 1.28 1.90 1.84
H 2.59 -1.21 2.90 0.60
H -2.76 1.54 4.84 0.33
H 2.13 4.06 -4.56 0.49
C 3.00 2.38 -1.74 0.04
H 4.07 -0.92 0.71 0.55
C 2.20 1.75 -0.65 0.64
H -6.34 0.03 -2.15 0.43
N 1.48 -2.19 1.42 0.48
O 0.19 3.27 1.53 -0.77
C -3.58 2.30 3.00 0.25
C 4.48 -1.89 0.98 -0.22
H -2.07 -1.07 2.06 0.41
H -3.25 2.55 -0.59 0.40
H -4.16 2.95 6.28 0.41
C 4.94 3.22 -2.83 -0.71
H -1.63 -3.41 -1.68 0.37
H 3.81 -4.53 3.00 0.42
C -0.21 -3.03 -3.26 0.22
H -6.06 4.60 2.81 0.43
C 4.38 2.51 -1.77 -0.39
C -5.34 3.93 3.25 -0.82
H 1.68 -4.02 -6.47 0.39
C 1.10 -3.48 0.88 -0.90
C -4.55 -0.31 0.71 -0.58
Rh -0.69 1.92 0.59 1.34
C 0.55 -2.08 -3.93 -0.18
F -2.09 4.22 0.90 -0.57
N -0.03 -2.33 -0.91 0.33
F -2.14 5.71 3.41 -0.41
C 4.13 3.77 -3.82 -0.52
H 5.94 -5.31 2.01 0.40
C 5.67 -2.33 0.43 -0.81
C 1.24 -2.45 -5.08 -0.70
H 4.59 4.33 -4.62 0.42
H 1.87 -4.21 1.13 0.51
H 1.94 -3.08 -1.05 0.25
H 0.14 -3.80 1.32 0.32
```

Output
⟨S²⟩   6.041
Net charge   +1
ΔE to the lowest compared entry with this formula, charge and spin   167.45 kJ/mol
LUMO level (spin up / spin down)   -4.6 / -5.6 eV
2S+1   5
Orbital gap (spin up / spin down)   6.57 / 5.77 eV

Computed, not measured: a structure of composition C38H35FeGe2N4OS, with ωB97M-V with the def2-TZVPD basis set.

Geometry as XYZ:
```
82
Properties=species:S:1:pos:R:3:mulliken_charge:R:1
C 2.66 2.33 2.16 0.02
H 5.16 -1.48 -1.89 0.46
H 1.93 -1.18 -4.64 0.36
N -2.42 0.06 0.25 -0.09
C 3.35 1.14 -2.79 -1.26
H -4.02 4.72 -1.57 0.39
N 1.39 2.34 1.83 -0.05
H 3.28 1.58 1.69 0.56
H 2.78 4.83 4.45 0.42
C -0.28 -4.32 0.99 -1.07
C 0.54 -2.58 -0.53 0.27
H -2.03 1.92 -4.57 0.40
C -4.72 0.19 -1.37 -0.78
H 3.68 -1.51 -4.46 0.48
H 4.46 -0.82 -0.38 0.37
C -0.89 -1.61 -3.46 -0.27
C -0.53 -0.50 -2.68 0.30
C 0.11 5.10 3.95 -1.02
H -0.86 -4.59 1.87 0.44
C 0.57 3.27 2.40 -0.09
Fe 0.05 0.63 0.99 1.15
H -1.25 -1.64 4.44 0.43
H 0.46 5.80 4.70 0.39
C -0.95 0.77 -3.11 -0.57
Ge 0.66 -0.66 -1.08 0.01
H -2.08 4.56 -0.04 0.64
C 0.25 -3.20 4.61 -0.88
H -0.59 -2.61 -3.16 0.27
C -4.43 2.64 -1.56 -0.94
C -2.17 2.45 0.17 -0.04
H -5.59 0.24 -2.02 0.41
C -4.30 -0.99 -0.84 -1.03
C -1.64 -1.45 -4.62 -0.67
C 1.56 -1.65 2.70 0.48
H 0.28 -6.35 0.53 0.39
C 1.02 4.19 3.37 1.16
O -0.28 -0.21 2.77 -0.69
S 2.28 -0.63 1.54 -0.18
C 2.13 -2.85 3.17 -0.96
H 4.27 3.18 3.32 0.41
C 2.70 -1.62 -3.99 -1.28
H -2.65 -0.06 -5.93 0.36
N 0.35 -1.31 3.20 0.29
C -1.19 5.06 3.56 -0.83
H 4.01 -2.45 -0.91 0.30
H 4.33 1.07 -3.29 0.42
C 0.36 -5.31 0.24 -0.75
C -1.71 0.93 -4.27 -0.47
H -1.91 5.74 4.00 0.38
C 1.20 -3.59 -1.24 0.22
H 1.79 -3.34 -2.11 -0.15
N -1.09 2.29 1.02 0.22
H 1.63 -5.69 -1.45 0.43
C -3.14 -1.01 -0.04 -0.13
C -3.72 3.74 -1.19 -0.97
H -2.69 4.12 2.29 0.60
C -2.88 1.27 -0.23 -0.29
C 2.40 4.14 3.70 -0.65
H -0.68 1.65 -2.53 0.30
C -0.30 -2.04 4.13 -0.08
C -0.77 3.25 1.97 -0.02
H -2.80 -1.95 0.36 0.37
Ge 2.79 -0.67 -2.29 0.79
H 2.64 1.59 -3.49 0.36
H 3.44 1.79 -1.91 0.34
H 1.93 -4.54 4.45 0.41
H -1.91 -2.32 -5.21 0.41
H 2.48 -2.70 -3.87 0.43
C -4.02 1.38 -1.06 1.52
C 1.11 -4.94 -0.87 -0.87
C 3.21 3.23 3.09 -1.15
H 3.08 -3.14 2.75 0.45
H -0.29 -3.77 5.35 0.41
C -1.64 4.14 2.57 -0.27
C 4.26 -1.44 -1.26 -1.10
H -4.81 -1.92 -1.05 0.41
H -5.30 2.70 -2.22 0.37
C -0.17 -2.98 0.61 -0.11
C -2.61 3.66 -0.32 -0.14
H -0.65 -2.23 1.23 0.68
C -2.06 -0.18 -5.03 -0.60
C 1.48 -3.61 4.11 -0.23
```

Output
⟨S²⟩   8.765
ΔE to the lowest compared entry with this formula, charge and spin   74.60 kJ/mol
LUMO level (spin up / spin down)   0.1 / -0.7 eV
2S+1   6
Orbital gap (spin up / spin down)   6.99 / 6.33 eV

Computed, not measured: a structure of composition C38H35N5O3P2Se2Ti, with ωB97M-V with the def2-TZVPD basis set.

Geometry as XYZ:
```
86
Properties=species:S:1:pos:R:3:mulliken_charge:R:1
H -2.32 -3.74 -2.64 -0.03
C -6.87 -3.47 -4.60 -0.63
C -1.96 -4.68 -2.21 0.01
H -6.69 0.09 -1.70 0.38
C -6.20 -3.38 -2.29 -1.01
O -0.66 -0.68 1.85 -0.56
Se -1.43 2.08 0.58 -0.56
C -2.73 0.69 -2.05 -0.10
H -5.10 4.09 -0.61 0.49
H -1.16 4.41 -1.05 0.33
H -6.46 -0.21 1.43 0.43
H -8.50 1.59 -1.01 0.53
C -7.54 3.20 -3.82 -0.56
C 1.19 0.69 2.80 0.19
Ti -0.66 -0.31 0.04 0.23
H 3.06 -0.32 3.01 0.45
C -5.60 -2.15 -2.51 0.33
C -1.84 5.71 -2.63 -0.66
H -0.19 -5.02 -3.39 0.45
C -1.93 -3.67 0.17 0.21
H -2.03 -5.74 -0.34 0.37
C -6.60 3.05 0.53 -0.84
C -4.58 2.03 -0.29 0.45
H -7.93 1.77 1.62 0.45
C -6.92 0.96 -2.31 -0.25
H -6.29 -1.77 -5.81 0.34
H -6.17 -3.82 -1.31 0.47
H -5.98 2.53 -5.15 0.32
H -4.30 -0.03 0.25 0.36
C -2.79 5.90 -3.62 -0.62
C -6.28 -2.23 -4.82 -0.69
C -6.16 0.73 0.98 -0.66
H -0.06 -3.01 1.09 0.15
C 2.22 2.65 4.40 -0.55
H 2.58 3.44 5.03 0.37
O 0.48 -1.58 -0.91 -0.82
C 2.49 0.56 3.29 -0.53
C -6.20 1.22 -3.47 0.55
H -2.37 -2.72 -0.13 -0.24
N 0.45 1.73 3.08 -0.24
H 0.04 -4.54 0.24 0.74
C -6.99 1.84 1.09 -0.52
H -7.35 -3.99 -5.42 0.40
H -7.24 3.92 0.62 0.45
H 0.28 3.54 4.04 0.41
H -3.50 -4.85 -0.71 0.34
C 0.66 -0.48 1.97 0.93
H -5.08 -1.65 -1.70 0.26
H -2.28 -3.86 1.18 0.45
C -5.40 3.14 -0.16 -0.30
H -9.05 3.59 -2.35 0.45
N 0.24 -3.46 -2.10 0.05
H -4.61 3.08 -3.21 -0.06
C 0.94 2.69 3.85 -0.26
N -1.67 -1.14 -2.56 -0.21
N -2.72 -1.10 -3.32 -0.55
C -4.96 0.82 0.30 -0.22
C -0.39 -3.54 0.22 -0.88
C 3.01 1.55 4.10 -0.35
C -6.52 2.35 -4.23 -0.36
H -0.03 -5.51 -1.71 0.30
H -2.42 -5.49 -2.78 0.36
Se -4.42 0.47 -6.10 -0.41
C -3.83 3.82 -3.05 1.12
P -2.93 2.14 -1.02 1.00
H -4.52 5.10 -4.62 0.44
C -3.78 4.96 -3.84 -0.83
H -1.06 6.45 -2.47 0.41
C -8.25 2.93 -2.66 -0.64
H 4.01 1.47 4.49 0.41
C -2.41 -4.79 -0.75 -0.99
C -1.89 4.57 -1.83 -0.99
N -1.64 -0.08 -1.75 0.48
C -0.44 -4.74 -2.37 -1.05
C 0.15 -2.79 -0.97 0.50
P -4.91 0.08 -4.10 0.82
C -2.89 3.63 -2.04 -0.04
C -7.94 1.81 -1.91 -0.86
H -2.75 6.79 -4.24 0.38
O 1.49 -1.32 1.64 -0.62
H -7.30 -5.01 -3.16 0.40
C -5.64 -1.56 -3.78 0.41
H -7.78 4.07 -4.43 0.42
H 0.43 -2.87 -2.90 0.36
C -6.83 -4.04 -3.34 -0.70
C -3.43 0.02 -3.04 0.24
```

Output
⟨S²⟩   2.006
ΔE to the lowest compared entry with this formula, charge and spin   213.21 kJ/mol
LUMO level (spin up / spin down)   0.4 / 0.3 eV
2S+1   3
Orbital gap (spin up / spin down)   6.43 / 8.22 eV

Computed, not measured: a structure of composition C38H35NP2Pt, with ωB97M-V with the def2-TZVPD basis set.

Geometry as XYZ:
```
77
Properties=species:S:1:pos:R:3:mulliken_charge:R:1
C -3.47 -4.40 0.62 -0.81
H 2.91 2.64 3.15 0.49
H 1.87 0.47 -2.71 0.26
H -5.03 -5.26 -0.59 0.42
C -4.30 -4.47 -0.50 -0.56
C -4.17 -3.52 -1.49 -0.84
C -1.37 2.91 -2.09 -0.41
C 4.92 -2.44 1.96 -0.61
C -2.41 -2.43 -0.26 0.52
C -2.98 0.92 1.93 -0.52
H 4.31 1.19 -0.65 0.45
C -1.61 1.14 1.76 0.89
H -0.25 -1.36 1.63 0.47
H -3.09 0.83 5.31 0.43
H -0.67 1.22 5.01 0.46
P 1.22 -0.88 -0.21 -0.04
H 1.86 -0.31 -5.05 0.46
C -2.32 5.11 -1.95 -0.58
H 1.85 -1.19 2.62 0.31
C 1.16 -2.28 -4.56 -0.56
Pt 1.28 1.36 0.00 2.90
H 3.73 -1.97 -1.17 0.51
C 2.89 2.66 2.07 -0.41
C -3.51 0.81 3.21 -0.85
C -2.67 0.92 4.31 -0.61
H 1.15 -2.61 -5.58 0.43
C -1.68 -0.15 -0.82 -2.21
C -2.09 3.79 0.05 -0.66
C 0.80 -2.72 -2.22 -0.51
H -2.63 6.02 -2.43 0.43
H 1.35 4.17 1.97 0.43
H 5.75 -2.76 0.01 0.46
H -4.57 0.64 3.34 0.46
C -0.78 1.24 2.87 -0.36
C -3.23 -2.51 -1.39 -0.26
C -0.23 -1.67 0.58 -2.29
C 3.70 1.82 1.33 -0.10
H 0.50 -3.41 -1.44 0.38
C 4.90 -2.42 0.57 -0.80
H -4.80 -3.56 -2.37 0.42
H -2.76 0.03 -0.87 1.04
C -1.53 2.76 -0.71 0.58
C 0.78 -3.15 -3.54 -0.81
C -2.48 4.96 -0.58 -0.80
H 4.34 1.09 1.82 0.45
C -2.54 -3.39 0.74 -0.32
H -0.92 2.12 -2.68 0.38
H -3.57 -5.14 1.40 0.42
H 3.85 -2.04 3.77 0.46
H -1.65 4.19 -3.77 0.47
P -0.96 1.26 0.09 0.30
C 1.20 -1.42 -1.92 0.93
C 3.76 -1.96 -0.09 -0.63
C 2.03 3.55 1.40 -0.25
H -0.04 -2.74 0.57 1.00
H -1.94 -3.33 1.64 0.45
C 1.56 -0.98 -4.26 -0.71
H 5.80 -2.80 2.47 0.44
H -2.23 3.67 1.12 0.47
C -1.77 4.08 -2.70 -0.78
C 1.57 -0.55 -2.94 -0.43
C 2.05 3.66 0.01 -0.66
H 0.28 1.41 2.74 0.23
C 3.67 1.86 -0.08 -0.70
C 3.82 -2.01 2.69 -0.73
H -3.12 -1.79 -2.20 0.44
H 2.96 2.92 -1.83 0.49
H -3.65 0.84 1.08 0.39
C 2.70 -1.54 2.04 -0.59
C 2.91 2.83 -0.75 -0.51
C -1.31 1.13 4.15 -0.71
N -1.45 -1.40 -0.15 1.25
C 2.66 -1.52 0.64 0.77
H 0.47 -4.15 -3.77 0.48
H -1.30 -0.11 -1.85 0.66
H -2.91 5.76 0.01 0.46
H 1.42 4.38 -0.49 0.49
```

Output
Net charge   +2
LUMO level   -6.8 eV
Orbital gap   6.03 eV